(1)
A molecular structure, C38H32CrN6OS2. Source: the Open Molecules 2025 dataset; level of theory: ωB97M-V/def2-TZVPD.

Each line ends with the Mulliken charge.
Element x y z (Å)
Cr 0.73 -0.37 0.15  0.192
S -0.21 -2.12 -1.20  -0.118
C -0.33 -3.43 -0.13  0.712
N -0.85 -4.58 -0.49  0.095
C -0.99 -5.67 0.48  -0.738
C 0.26 -5.72 1.31  -0.602
N 0.44 -4.41 1.95  0.156
C 0.90 -4.47 3.36  -1.565
C -0.19 -5.01 4.24  0.849
C -0.03 -6.24 4.87  -0.312
C -1.04 -6.76 5.67  -0.625
C -2.22 -6.05 5.84  -0.448
C -2.38 -4.82 5.21  -0.769
C -1.38 -4.30 4.42  -0.161
C 0.14 -3.30 1.32  0.535
S 0.25 -1.78 2.06  -0.286
C -1.31 -4.89 -1.87  -1.408
C -0.47 -6.00 -2.45  0.600
C 0.88 -5.78 -2.72  -0.153
C 1.66 -6.80 -3.25  -0.746
C 1.09 -8.04 -3.51  -0.437
C -0.25 -8.26 -3.25  -0.621
C -1.03 -7.24 -2.72  -0.303
H -1.13 -6.59 -0.08  0.444
H -1.87 -5.48 1.10  0.347
H 1.13 -5.96 0.71  0.334
H 0.15 -6.46 2.11  0.444
H 1.22 -3.47 3.65  0.541
H 1.77 -5.13 3.37  0.417
H 0.90 -6.79 4.75  0.401
H -0.90 -7.71 6.17  0.401
H -3.00 -6.44 6.47  0.404
H -3.30 -4.26 5.36  0.421
H -1.51 -3.33 3.95  0.352
H -1.24 -3.98 -2.46  0.549
H -2.36 -5.18 -1.79  0.392
H 1.31 -4.80 -2.53  0.459
H 2.70 -6.62 -3.46  0.417
H 1.70 -8.83 -3.93  0.399
H -0.70 -9.22 -3.47  0.404
H -2.09 -7.41 -2.53  0.416
C 11.88 7.50 0.31  -0.845
O 10.75 7.62 1.17  -0.450
C 9.73 6.76 1.00  0.939
C 9.70 5.75 0.03  -0.434
C 8.60 4.92 -0.05  -0.833
C 7.51 5.08 0.81  0.409
C 7.56 6.09 1.77  -0.444
C 8.65 6.92 1.87  -0.841
C 6.37 4.18 0.68  0.325
N 6.27 3.20 -0.19  -0.800
C 5.05 2.64 0.04  0.516
C 4.39 3.29 1.06  -0.041
N 5.25 4.28 1.46  -0.123
C 3.09 2.91 1.51  0.336
C 2.35 3.53 2.53  -0.235
C 1.10 3.06 2.85  -1.015
C 0.60 1.95 2.17  -0.288
N 1.28 1.34 1.21  -0.048
C 2.50 1.81 0.85  0.254
C 3.17 1.14 -0.24  -0.127
N 2.51 0.13 -0.86  -0.324
C 3.10 -0.50 -1.86  -0.117
C 4.38 -0.18 -2.31  -0.922
C 5.06 0.85 -1.71  -0.386
C 4.45 1.54 -0.65  0.569
H 12.57 8.28 0.63  0.244
H 11.60 7.66 -0.73  0.349
H 12.36 6.53 0.43  0.349
H 10.52 5.61 -0.65  0.420
H 8.56 4.14 -0.80  0.459
H 6.74 6.25 2.47  0.249
H 8.70 7.71 2.61  0.434
H 5.10 4.96 2.18  0.174
H 2.76 4.38 3.06  0.470
H 0.50 3.53 3.62  0.453
H -0.38 1.54 2.41  0.442
H 2.53 -1.29 -2.34  0.442
H 4.81 -0.73 -3.14  0.442
H 6.05 1.15 -2.03  0.614

multiplicity = 5
Kohn-Sham gap (alpha / beta) = 5.165 / 5.171 eV
⟨S²⟩ = 6.023
charge = +2


(2)
19 unconnected molecules or ions with the total composition C83H216N12O31. Source: the Open Molecules 2025 dataset; level of theory: ωB97M-V/def2-TZVPD.

Each line ends with the Mulliken charge.
Element x y z (Å)
C 6.26 -3.37 1.61  -0.824
O 6.79 -2.04 1.57  -0.287
H 6.47 -3.86 2.54  0.568
H 5.17 -3.29 1.40  -0.168
H 6.71 -3.96 0.79  0.423
H 7.44 -1.85 2.26  0.232
C -4.69 3.45 3.36  0.474
O -4.39 2.14 3.85  -0.347
H -5.64 3.32 2.87  -0.613
H -4.82 4.21 4.14  0.412
H -3.87 3.72 2.63  0.081
H -3.57 2.09 4.35  0.216
C -5.44 -2.12 4.84  -0.063
O -4.19 -1.40 5.12  -0.483
H -5.55 -2.90 5.59  0.347
H -6.33 -1.46 4.88  0.327
H -5.43 -2.52 3.85  -0.385
H -4.04 -0.85 4.39  0.240
C 5.41 3.84 -3.69  -0.777
O 4.29 2.97 -3.34  -0.035
C 4.54 2.09 -2.26  0.034
C 3.23 1.62 -1.78  1.469
N 3.21 0.56 -0.76  1.698
C 4.15 0.68 0.29  -0.512
C 3.73 -0.06 1.57  0.482
O 2.83 0.74 2.34  -0.268
C 2.26 0.00 3.35  -0.088
H 5.26 4.21 -4.74  0.218
H 6.29 3.14 -3.74  0.320
H 5.56 4.65 -2.96  0.179
H 5.09 2.68 -1.51  0.268
H 5.19 1.26 -2.60  0.096
H 2.56 1.34 -2.64  -0.684
H 2.77 2.51 -1.37  -1.267
H 3.31 -0.37 -1.16  -0.704
H 4.25 1.73 0.49  0.610
H 5.14 0.17 0.02  -0.889
H 4.62 -0.28 2.13  -0.105
H 3.20 -0.95 1.26  -0.252
H 1.63 0.62 3.94  0.735
H 2.99 -0.42 4.07  -0.304
H 1.82 -0.94 3.04  -0.610
C -10.49 -1.65 2.19  -0.820
O -9.06 -1.84 2.26  -0.352
C -8.51 -2.02 0.97  -0.930
C -7.08 -2.53 1.06  0.320
N -6.46 -2.72 -0.32  0.092
C -6.21 -1.35 -0.85  -2.609
C -5.57 -0.26 0.02  0.254
O -4.40 -0.78 0.65  1.631
C -3.93 0.14 1.58  -0.630
H -10.97 -2.22 1.44  0.361
H -10.70 -0.58 2.01  0.237
H -10.93 -1.95 3.14  0.286
H -8.59 -1.09 0.40  0.196
H -9.04 -2.77 0.37  0.327
H -7.12 -3.47 1.61  0.617
H -6.37 -1.91 1.62  -0.201
H -5.52 -3.10 -0.16  -0.097
H -7.13 -0.91 -1.19  0.657
H -5.65 -1.49 -1.76  0.283
H -6.25 0.02 0.79  0.644
H -5.38 0.64 -0.62  -0.393
H -3.17 -0.22 2.28  -0.546
H -4.81 0.53 2.09  0.550
H -3.45 0.99 1.08  -0.155
C -0.35 6.52 -2.33  0.073
O -0.74 7.87 -2.01  -0.540
C 0.22 8.53 -1.20  -0.228
C -0.24 8.52 0.20  -0.905
N -0.23 7.14 0.77  1.457
C -0.72 7.13 2.12  -0.789
C 0.32 7.50 3.17  -1.021
O 1.22 6.48 3.41  -0.143
C 0.79 5.55 4.35  -0.785
H 0.66 6.48 -2.72  0.275
H -1.09 6.15 -3.09  0.121
H -0.33 5.93 -1.44  -0.069
H 0.25 9.46 -1.73  0.573
H 1.21 8.03 -1.23  -0.265
H -1.32 8.81 0.15  0.356
H 0.28 9.32 0.83  0.400
H 0.73 6.75 0.69  -0.610
H -1.09 6.17 2.44  0.106
H -1.55 7.84 2.16  0.879
H -0.16 7.82 4.10  0.391
H 0.91 8.43 2.87  0.231
H 1.68 4.98 4.51  0.164
H -0.10 4.96 4.18  0.285
H 0.64 6.10 5.31  0.432
C 5.40 10.55 -1.47  -0.769
O 5.18 9.23 -1.08  -0.326
C 3.97 8.77 -1.56  -0.341
C 4.25 7.35 -2.13  -0.558
N 4.89 6.46 -1.18  -0.306
C 4.02 5.82 -0.14  0.682
C 4.81 5.20 1.00  -0.955
O 5.28 6.21 1.86  -0.346
C 6.58 6.10 2.38  -0.779
H 6.49 10.70 -1.36  0.253
H 4.89 11.18 -0.68  0.304
H 5.03 10.87 -2.49  0.300
H 3.56 9.43 -2.36  0.561
H 3.21 8.76 -0.74  -0.026
H 4.93 7.48 -2.98  0.424
H 3.33 6.92 -2.47  0.088
H 5.59 7.04 -0.69  0.379
H 3.43 4.97 -0.59  -0.368
H 3.28 6.51 0.28  0.094
H 5.61 4.67 0.49  0.600
H 4.18 4.46 1.54  0.202
H 6.69 5.31 3.13  0.288
H 6.79 7.05 2.87  0.268
H 7.32 5.91 1.54  0.299
C -1.20 -3.47 -6.59  -0.886
O -1.43 -2.29 -5.83  -0.095
C -1.76 -1.12 -6.58  -1.263
C -1.64 0.16 -5.73  1.336
N -1.31 1.28 -6.57  -0.083
C -2.44 1.81 -7.33  -0.666
C -1.86 2.76 -8.39  0.349
O -2.96 3.41 -8.96  -0.313
C -2.65 4.35 -9.97  -0.669
H -2.14 -3.95 -6.91  0.253
H -0.66 -4.08 -5.88  0.229
H -0.56 -3.28 -7.48  0.318
H -2.82 -1.20 -6.91  0.450
H -1.04 -1.00 -7.43  0.391
H -0.83 -0.06 -5.01  -1.495
H -2.51 0.34 -5.07  0.528
H -1.03 2.03 -5.94  0.006
H -3.15 2.40 -6.76  0.165
H -2.92 0.99 -7.82  0.446
H -1.28 2.18 -9.10  0.292
H -1.09 3.43 -7.93  -0.337
H -2.18 3.88 -10.82  0.300
H -1.97 5.16 -9.65  0.221
H -3.63 4.82 -10.26  0.240
C -2.74 -3.04 -2.24  -0.354
O -3.80 -3.99 -1.85  0.325
C -4.06 -4.96 -2.80  -0.801
C -5.17 -5.80 -2.29  -0.371
N -6.43 -5.08 -2.36  -0.264
C -7.65 -5.89 -2.20  -1.085
C -8.01 -6.16 -0.70  0.185
O -7.23 -7.24 -0.21  -0.385
C -7.42 -7.38 1.18  -0.653
H -2.60 -2.41 -1.35  -0.342
H -3.07 -2.51 -3.15  0.263
H -1.84 -3.63 -2.46  0.328
H -3.19 -5.63 -2.99  0.313
H -4.31 -4.48 -3.79  0.259
H -4.90 -6.24 -1.33  0.127
H -5.22 -6.66 -2.99  0.473
H -6.53 -4.33 -1.71  0.271
H -7.68 -6.86 -2.71  0.405
H -8.52 -5.30 -2.57  0.434
H -9.07 -6.39 -0.55  0.571
H -7.88 -5.28 -0.03  -0.243
H -6.89 -6.64 1.76  0.064
H -7.03 -8.35 1.54  0.291
H -8.45 -7.39 1.46  0.424
C 11.56 -3.05 -0.65  -0.758
O 10.54 -2.29 -1.28  -0.355
C 9.65 -1.73 -0.31  -0.758
C 8.46 -1.19 -1.12  -0.031
N 7.92 -2.37 -1.81  -0.199
C 6.61 -2.17 -2.48  -1.436
C 5.45 -2.44 -1.47  1.334
O 4.12 -2.21 -1.98  -0.138
C 3.18 -2.98 -1.31  0.167
H 11.11 -3.84 -0.02  0.287
H 12.22 -2.38 -0.17  0.322
H 12.12 -3.51 -1.48  0.244
H 10.19 -0.96 0.27  0.483
H 9.28 -2.45 0.39  0.271
H 8.80 -0.45 -1.86  0.518
H 7.71 -0.72 -0.44  -0.135
H 8.62 -2.65 -2.48  0.317
H 6.50 -2.89 -3.30  0.493
H 6.54 -1.15 -2.83  0.252
H 5.60 -1.87 -0.56  -0.894
H 5.57 -3.47 -1.15  -0.230
H 2.24 -2.83 -1.82  0.138
H 3.04 -2.69 -0.26  0.389
H 3.52 -4.02 -1.29  -0.411
C 8.47 -1.66 5.28  -0.802
O 7.83 -1.14 4.06  -0.331
C 6.88 -0.16 4.43  -0.460
C 5.76 -0.70 5.24  -0.543
N 5.26 -1.98 4.74  0.394
C 4.16 -2.54 5.49  -0.858
C 3.52 -3.59 4.60  -0.895
O 3.14 -3.02 3.34  1.056
C 2.41 -4.05 2.53  -1.237
H 7.82 -2.38 5.75  0.258
H 8.69 -0.82 5.96  0.294
H 9.36 -2.13 4.91  0.313
H 6.43 0.20 3.54  0.023
H 7.36 0.75 4.90  0.404
H 4.93 0.07 5.26  0.284
H 5.91 -0.80 6.34  0.487
H 5.18 -2.04 3.76  -0.412
H 3.51 -1.69 5.77  0.446
H 4.50 -3.02 6.39  0.388
H 2.70 -4.08 5.14  0.263
H 4.31 -4.32 4.37  0.361
H 3.14 -4.71 2.11  0.642
H 1.99 -3.51 1.77  -0.466
H 1.60 -4.55 3.07  0.417
C 0.71 6.37 -6.28  -0.655
O 0.90 5.46 -5.23  -0.075
C 1.25 4.14 -5.70  -0.729
C 1.06 3.18 -4.62  1.034
N -0.35 3.10 -4.24  0.232
C -0.56 2.46 -2.90  2.035
C -1.87 2.79 -2.23  0.199
O -3.01 2.14 -2.84  -0.626
C -3.12 0.80 -2.54  0.479
H 0.35 7.26 -5.83  0.254
H 0.07 5.98 -7.11  0.089
H 1.65 6.66 -6.84  0.288
H 2.32 4.06 -5.92  0.285
H 0.63 3.94 -6.57  -0.003
H 1.71 3.51 -3.77  -0.038
H 1.44 2.25 -4.94  -0.550
H -0.63 4.09 -4.11  0.335
H 0.35 2.72 -2.21  -0.755
H -0.60 1.38 -3.00  -1.750
H -2.13 3.89 -2.22  -0.120
H -1.71 2.44 -1.17  0.172
H -3.03 0.73 -1.48  -0.202
H -2.24 0.24 -2.90  -0.547
H -4.06 0.43 -2.94  0.636
C -3.58 6.53 -0.50  -0.554
O -3.98 5.21 -0.26  0.201
C -5.31 4.98 -0.45  -1.085
C -5.61 3.49 -0.27  1.723
N -6.90 3.16 -0.76  -0.067
C -8.12 3.53 -0.06  -1.082
C -8.53 2.79 1.22  0.225
O -7.72 3.20 2.26  -0.402
C -7.93 2.48 3.50  -0.709
H -3.55 6.71 -1.58  0.385
H -2.58 6.66 -0.11  -0.341
H -4.28 7.31 -0.11  0.347
H -5.68 5.18 -1.51  0.304
H -5.96 5.61 0.13  0.428
H -5.50 3.20 0.84  -0.743
H -4.83 2.93 -0.74  -0.952
H -7.01 3.33 -1.75  0.395
H -8.97 3.30 -0.77  0.440
H -8.21 4.54 0.22  0.334
H -8.45 1.67 1.11  -0.342
H -9.57 2.96 1.48  0.521
H -8.67 3.01 4.07  0.338
H -7.04 2.34 4.09  0.263
H -8.17 1.46 3.31  0.185
C -0.05 -6.65 1.41  -0.551
O 1.11 -6.79 0.55  -0.478
C 1.16 -5.84 -0.50  1.095
C 2.16 -6.32 -1.52  -1.864
N 3.51 -6.39 -0.94  0.061
C 4.55 -6.89 -1.85  -0.837
C 5.76 -7.27 -1.00  -0.152
O 5.43 -8.15 -0.02  -0.351
C 6.57 -8.47 0.70  -0.695
H -0.90 -6.36 0.88  0.254
H 0.14 -5.98 2.27  0.190
H -0.24 -7.70 1.74  0.349
H 1.44 -4.82 -0.05  -0.694
H 0.17 -5.70 -0.94  0.460
H 2.21 -5.61 -2.27  0.713
H 1.79 -7.29 -1.94  0.520
H 3.47 -7.08 -0.20  0.312
H 4.73 -6.08 -2.53  0.282
H 4.19 -7.76 -2.44  0.422
H 6.17 -6.37 -0.55  -0.063
H 6.61 -7.64 -1.60  0.476
H 6.95 -7.58 1.18  0.261
H 7.38 -8.80 0.02  0.276
H 6.45 -9.18 1.49  0.288
C -1.06 -2.93 7.87  -0.978
O -1.70 -3.95 7.13  -0.310
C -2.88 -4.50 7.69  -0.764
C -3.22 -5.71 6.84  -0.687
N -3.73 -5.16 5.58  0.043
C -3.81 -6.21 4.60  -1.159
C -4.32 -5.78 3.25  -0.639
O -3.35 -4.86 2.65  0.070
C -3.84 -4.19 1.53  0.089
H -1.41 -1.94 7.63  0.327
H -0.01 -2.97 7.61  0.218
H -1.08 -3.13 8.95  0.394
H -3.73 -3.83 7.61  0.217
H -2.68 -4.76 8.72  0.576
H -3.99 -6.30 7.32  0.477
H -2.38 -6.36 6.70  0.397
H -3.07 -4.46 5.19  -0.242
H -4.55 -6.94 4.91  0.427
H -2.82 -6.72 4.41  0.416
H -5.31 -5.26 3.30  0.184
H -4.33 -6.65 2.61  0.484
H -3.10 -3.44 1.26  -0.191
H -4.75 -3.66 1.84  -0.336
H -3.99 -4.82 0.72  0.511
C 1.83 -0.98 -5.54  -1.292
C 1.59 -1.33 -4.05  1.101
O 0.66 -2.42 -3.94  -0.107
H 2.36 -0.05 -5.65  0.378
H 0.84 -0.85 -5.96  0.220
H 2.47 -1.80 -5.94  0.340
H 1.20 -0.47 -3.55  -0.960
H 2.52 -1.63 -3.56  0.352
H -0.06 -2.39 -4.63  0.258
C -0.45 3.14 1.82  -0.406
C 0.80 3.87 1.23  1.731
O 2.01 3.59 2.01  -0.441
H -1.39 3.20 1.21  -0.215
H -0.70 3.46 2.79  0.362
H -0.19 2.08 1.84  -0.286
H 0.61 4.93 1.22  -0.386
H 0.95 3.41 0.25  -0.766
H 2.21 2.65 1.83  0.122
C -0.60 -1.76 4.59  -0.515
C -0.64 -3.13 3.93  2.693
O 0.02 -4.07 4.85  -0.375
H 0.46 -1.63 4.84  -0.085
H -1.23 -1.61 5.54  -0.094
H -0.88 -0.93 3.96  0.258
H -0.06 -3.27 3.01  -1.025
H -1.63 -3.46 3.72  -0.701
H -0.51 -4.24 5.66  0.329
C 0.02 -1.62 0.49  -0.757
C 0.03 -0.57 -0.60  2.233
O 0.43 0.72 -0.22  1.416
H -0.65 -1.22 1.22  0.088
H 1.02 -1.63 0.89  -0.749
H -0.28 -2.60 0.25  0.979
H -1.05 -0.43 -0.91  -1.414
H 0.49 -0.99 -1.50  -0.517
H 1.41 0.90 -0.17  -1.065

Kohn-Sham gap = 8.730 eV
charge = 0


(3)
A molecular structure, C12H29BBrCaCsF6O4PS. Source: the Open Molecules 2025 dataset; level of theory: ωB97M-V/def2-TZVPD.

Each line ends with the Mulliken charge.
Element x y z (Å)
C -1.73 -0.27 -2.36  -1.001
C -2.58 -0.29 -3.70  -0.488
P -4.19 -1.16 -3.22  0.127
C -5.35 0.23 -2.70  -0.920
S -5.01 -2.21 -4.91  0.035
C -4.41 -3.94 -4.60  -0.733
Br -7.30 -2.34 -4.83  -0.301
H -1.45 -1.32 -2.16  0.319
H -0.86 0.42 -2.43  0.306
H -2.46 0.03 -1.57  0.264
H -2.78 0.75 -4.04  0.341
H -2.07 -0.86 -4.51  0.380
H -6.33 0.13 -3.20  0.354
H -4.88 1.22 -2.85  0.290
H -5.46 0.12 -1.60  0.293
H -5.16 -4.45 -3.98  0.327
H -4.20 -4.45 -5.56  0.307
H -3.49 -3.86 -3.98  0.284
C 1.51 -1.24 0.41  -0.357
C 1.68 -0.96 -1.07  0.135
C 3.13 -1.11 -1.51  -0.923
O 1.24 0.37 -1.36  -0.438
H 2.09 -0.54 1.01  -0.731
H 0.47 -1.12 0.71  0.309
H 1.83 -2.26 0.66  0.471
H 1.06 -1.64 -1.65  0.285
H 3.77 -0.40 -0.98  -0.268
H 3.24 -0.90 -2.57  0.440
H 3.50 -2.13 -1.31  0.589
H 1.79 0.98 -0.86  0.325
C -0.26 1.70 3.46  -1.090
C 1.18 1.43 3.25  1.043
O 1.73 1.66 2.16  -0.804
C 1.96 0.88 4.41  -1.151
H -0.70 2.10 2.54  0.196
H -0.78 0.76 3.73  0.417
H -0.39 2.43 4.26  0.335
H 1.55 -0.08 4.71  0.308
H 1.93 1.58 5.24  0.345
H 3.01 0.73 4.11  0.295
O -1.56 4.30 4.45  -0.343
C -2.02 5.42 4.09  -0.215
C -1.30 5.82 2.60  -0.031
O -1.74 6.96 2.26  -0.460
H -1.81 6.28 4.75  0.283
H -3.10 5.50 3.91  0.279
H -1.53 4.96 1.95  0.209
H -0.21 5.72 2.78  0.240
Cs 3.72 0.60 1.19  1.065
B 6.85 -3.93 -0.06  0.537
F 7.63 -4.44 0.97  -0.321
F 6.08 -2.82 0.41  -0.349
F 7.70 -3.45 -1.12  -0.413
F 5.98 -4.90 -0.58  -0.348
Ca 6.18 -0.83 -2.05  0.561
F 5.72 -5.68 1.96  -0.708
F -1.44 0.51 5.35  -0.900

Kohn-Sham gap = 1.118 eV
charge = -1


no.,maximum force (eV/A)
1,0.36
2,2.91
3,6.70